one:
One molecule with the formula C6H8O4. Source: OMol25; level of theory: ωB97M-V/def2-TZVPD.

HOMO energy: -10.4 eV
HOMO-LUMO gap: 10.156 eV
net charge: 0
SMILES: COC(=O)/C=C/C(=O)OC
lowest unoccupied orbital energy: -0.289 eV

CARTESIAN COORDINATES (ANGSTROEM)
C 2.2217 2.1780 -0.0567
C 0.7856 1.1712 -1.6259
C -0.1567 0.3718 -0.7513
C 0.3406 -0.4236 0.1965
C -0.5802 -1.3010 1.0726
C -2.7541 -2.0031 1.6211
H 3.5106 2.1949 0.0519
H 1.7792 1.8808 0.9724
H 1.7721 3.2977 -0.2605
H -1.2709 0.2435 -1.0440
H 1.2346 -0.4335 0.2224
H -3.5705 -1.9110 1.1119
H -2.5477 -3.0992 1.3966
H -2.6151 -1.7845 2.5812
O 2.0076 1.2840 -1.2056
O 0.3064 1.8243 -2.5098
O -0.0959 -2.0133 1.9588
O -1.8974 -1.1385 0.7855

two:
One molecule with the formula C6H8O4. Source: OMol25; level of theory: ωB97M-V/def2-TZVPD.

HOMO energy: -10.4 eV
HOMO-LUMO gap: 10.413 eV
net charge: 0
SMILES: COC(=O)/C=C/C(=O)OC
lowest unoccupied orbital energy: -0.034 eV

CARTESIAN COORDINATES (ANGSTROEM)
C 1.1126 -1.8490 2.2399
C 1.9722 -1.4425 0.0061
C 0.8332 -0.5250 -0.4241
C 0.4225 0.5238 0.1561
C -0.6988 1.4698 -0.2638
C -2.3594 1.8590 -1.8739
H 1.6415 -1.8791 2.9603
H 0.6652 -2.9232 1.9520
H 0.1772 -1.0616 2.3275
H 0.5159 -0.8209 -1.4757
H 1.0343 0.8020 0.8089
H -2.6517 1.2485 -2.8108
H -3.2099 1.9384 -1.1593
H -2.1151 2.7049 -1.9355
O 2.2433 -1.4002 1.3829
O 2.6107 -2.0452 -0.7663
O -0.9712 2.4248 0.3221
O -1.2224 0.9751 -1.4464

three:
C6H8O4 as an isolated structure. Source: OMol25; level of theory: ωB97M-V/def2-TZVPD.

HOMO energy: -10.1 eV
HOMO-LUMO gap: 9.235 eV
net charge: 0
lowest unoccupied orbital energy: -0.909 eV

CARTESIAN COORDINATES (ANGSTROEM)
C 0.4134 -0.1178 4.0940
C 0.8611 -0.1087 2.6326
C -0.4041 -0.2581 0.6334
C 0.7643 -0.1138 -0.2554
C 0.9831 0.1378 -1.5439
C 0.0110 0.4292 -2.6457
H 0.1874 -1.4594 4.1616
H 1.2004 0.2148 4.5695
H -0.4407 0.5161 4.2580
H 0.8486 1.2728 2.4165
H 2.0123 -0.4378 2.4824
H 1.7989 -0.2519 0.1995
H 2.0187 0.0764 -1.8164
H -1.6987 0.0510 -1.2423
O -0.3027 -0.6284 1.8840
O -1.5737 -0.2002 0.1651
O -1.3090 0.2662 -2.4278
O 0.4731 0.5882 -3.6860

What is the stability order? It is one, three, two, from most stable to least stable.

one:
CH2O2S2 as an isolated structure. Source: OMol25; level of theory: ωB97M-V/def2-TZVPD.

HOMO energy (alpha / beta): -9.3 / -9.2 eV
HOMO-LUMO gap (alpha / beta): 7.446 / 7.451 eV
net charge: 0
lowest unoccupied orbital energy (alpha / beta): -1.831 / -1.796 eV

CARTESIAN COORDINATES (ANGSTROEM)
C -0.3018 -0.0201 0.3923
O 1.7230 -1.5103 0.0045
O 2.2157 0.8110 -0.2736
S -1.3169 1.3233 -0.1115
S 1.2318 -0.2409 -0.3726
H -0.8693 -1.2535 0.4013
H -2.6825 0.8906 -0.0403

two:
One molecule with the formula CH2O2S2. Source: OMol25; level of theory: ωB97M-V/def2-TZVPD.

HOMO energy: -8.9 eV
HOMO-LUMO gap: 7.799 eV
net charge: 0
lowest unoccupied orbital energy: -1.056 eV

CARTESIAN COORDINATES (ANGSTROEM)
C -1.4792 -0.1911 0.6793
O 0.3612 -1.3717 -0.9970
O -2.3262 0.6258 0.8206
S 2.4554 0.6222 0.0960
S 0.3163 0.0106 -0.6415
H -1.4439 -1.3742 0.5966
H 2.1164 1.6784 -0.5540

What is the stability order? It is two, one, from most stable to least stable.

one:
A 2-piece molecular cluster, C3H10N overall. Source: OMol25; level of theory: ωB97M-V/def2-TZVPD.

HOMO energy: -14.1 eV
HOMO-LUMO gap: 10.197 eV
net charge: +1
lowest unoccupied orbital energy: -3.932 eV

CARTESIAN COORDINATES (ANGSTROEM)
N 1.6345 1.4374 0.3385
H 2.0581 2.0346 -0.3731
H 1.7751 1.8960 1.2426
H 2.0276 0.4985 0.3163
H 0.6010 1.3175 0.0883
C -0.6353 -1.8634 0.1852
C -0.7924 -0.3730 0.1816
C -1.0490 0.3642 -0.9220
H -1.6358 -2.2969 0.2278
H -0.0877 -2.2033 1.0598
H -0.2174 -2.1447 -0.7830
H -1.1306 0.1008 1.1020
H -1.5039 1.3321 -0.7641
H -1.0442 -0.1000 -1.8999

two:
A 2-piece molecular cluster, C3H10N overall. Source: OMol25; level of theory: ωB97M-V/def2-TZVPD.

HOMO energy: -15.8 eV
HOMO-LUMO gap: 10.084 eV
net charge: +1
lowest unoccupied orbital energy: -5.680 eV

CARTESIAN COORDINATES (ANGSTROEM)
C -1.2130 3.1079 0.7111
H -0.8508 2.1171 0.4517
H -1.9565 3.4092 -0.0310
H -0.4448 3.8641 0.7839
H -1.6753 3.0812 1.6945
C -0.3631 -1.9350 -0.6699
C 1.8448 -1.2127 -0.0275
N 1.0582 -2.1364 -0.4151
H -0.7678 -2.6692 -1.3584
H -0.5304 -0.9479 -1.0921
H -0.9488 -2.0114 0.2491
H 1.5381 -0.1804 -0.0889
H 2.8353 -1.4334 0.3533
H 1.4740 -3.0532 -0.5609

What is the stability order? It is one, two, from most stable to least stable.